[1]
Formula: C2H3FINO
Source: the Open Molecules 2025 dataset
Level of theory: the ωB97M-V functional and the def2-TZVPD basis

Last column: Löwdin charge in e.
Atoms and positions in Å:
C: -0.5083 -0.7037 -0.7280  -0.270
C: 0.6353 0.1507 -0.1599  -0.155
N: -2.1558 -0.5214 0.4278  -0.506
O: -0.6603 -1.1829 -1.8032  0.026
F: 0.7779 0.2792 1.1960  -0.024
I: -3.4397 -1.6409 -0.7023  0.716
H: 0.6811 1.1203 -0.5289  0.101
H: 1.6616 -0.3197 -0.6027  0.179
H: -2.0171 -0.9713 1.3164  -0.066

Calculated values
**Multiplicity**: 1
**HOMO-LUMO gap**: 0.315 Eh
**Energy above the lowest of the compared OMol25 structures with the same formula, charge and spin**: 50.3 kcal/mol

---

[2]
Formula: C7H9NO2S3
Source: the Open Molecules 2025 dataset
Level of theory: the ωB97M-V functional and the def2-TZVPD basis

Last column: Löwdin charge in e.
Atoms and positions in Å:
C: -2.4292 -0.7160 0.1572  -0.120
C: -1.0591 -1.0284 -0.1538  -0.674
C: -0.3280 0.0421 -0.6723  -0.434
C: -2.6129 0.6419 -0.0394  -0.525
C: 1.3858 -1.9019 -0.2571  -0.494
C: 1.5317 -0.5233 -0.7912  -0.258
C: -3.9482 1.3790 0.3097  -0.101
N: 4.0694 0.4065 -0.0472  -0.043
O: 2.1785 2.0105 -0.3948  -0.312
O: 2.0837 0.4473 1.6098  -0.315
S: -1.1346 1.5387 -0.4511  1.031
S: -0.2892 -2.5409 -0.1803  0.961
S: 2.3822 0.7169 0.2028  0.629
H: -3.2852 -1.3632 0.4317  0.126
H: 2.0074 -2.5572 -0.7819  0.064
H: 1.6186 -1.8463 0.8259  0.080
H: 1.7585 -0.6429 -1.8259  0.103
H: -3.9573 1.9007 1.3187  0.088
H: -4.1545 2.2271 -0.3430  0.058
H: -4.8115 0.7064 0.4118  0.071
H: 4.4280 1.3110 0.1934  0.049
H: 4.5659 -0.2080 0.4769  0.015

Calculated values
**Multiplicity**: 1
**HOMO-LUMO gap**: 0.302 Eh
**Energy above the lowest of the compared OMol25 structures with the same formula, charge and spin**: 31.9 kcal/mol

---

[3]
Formula: C8H14N2O
Source: the Open Molecules 2025 dataset
Level of theory: the ωB97M-V functional and the def2-TZVPD basis

Last column: Löwdin charge in e.
Atoms and positions in Å:
C: -0.0289 2.4761 1.5689  -0.157
C: 0.8333 0.3625 1.6351  -0.286
C: -0.9508 2.2473 0.6165  -0.022
C: -0.7956 -1.0179 -1.2240  -0.042
C: -0.6656 -2.3269 0.8948  -0.069
C: 1.4381 -1.7883 -0.2815  -0.061
C: -0.3229 2.6422 -1.6462  0.021
C: 0.0655 -1.2769 0.1132  -0.655
N: 0.7905 1.5584 2.1947  0.019
N: 0.0702 0.0394 0.6567  0.062
O: -1.3153 2.4313 -0.5858  -0.088
H: -0.1117 3.4284 2.1043  0.123
H: 1.5709 -0.2885 2.0574  0.121
H: -1.2672 0.0170 -1.2041  0.066
H: -0.2843 -1.1319 -2.2128  0.068
H: -1.4695 -1.9693 -1.2853  0.094
H: -0.1083 -2.4797 1.8037  0.070
H: -1.7086 -1.9445 1.0624  0.103
H: -0.7135 -3.2898 0.3177  0.099
H: 2.0122 -0.9588 -0.5952  0.067
H: 1.9391 -2.4274 0.4962  0.096
H: 1.3768 -2.5271 -1.0749  0.075
H: -0.7948 2.9256 -2.5499  0.076
H: 0.2879 1.7211 -1.6576  0.097
H: 0.1526 3.5777 -1.2043  0.125

Calculated values
**Multiplicity**: 1
**HOMO-LUMO gap**: 0.313 Eh
**Energy above the lowest of the compared OMol25 structures with the same formula, charge and spin**: 113.1 kcal/mol

---

[4]
Formula: C6H7N
Source: the Open Molecules 2025 dataset
Level of theory: the ωB97M-V functional and the def2-TZVPD basis

Last column: Löwdin charge in e.
Atoms and positions in Å:
H: 3.1835 0.9077 -0.7784  0.053
N: 2.9055 0.1658 -0.1056  0.101
C: 1.6513 0.0306 0.0780  -0.316
C: 0.1756 0.2938 -0.0629  -0.323
C: -0.8111 1.3546 0.2905  -0.021
C: 0.0440 -0.9465 -0.8283  -0.032
C: -0.2519 -1.8594 0.2733  -0.109
C: 0.7336 -0.8804 0.7638  0.002
H: -0.9154 2.1323 -0.4213  0.054
H: -0.6507 1.9760 1.2032  0.103
H: -1.7474 0.8294 0.1150  0.083
H: 0.5966 -1.3411 -1.7288  0.154
H: -1.1789 -1.6574 0.9034  0.140
H: 0.2301 -2.8354 0.2703  0.112

Calculated values
**Multiplicity**: 1
**HOMO-LUMO gap**: 0.333 Eh
**Energy above the lowest of the compared OMol25 structures with the same formula, charge and spin**: 150.6 kcal/mol
**Structure (SMILES)**: [H]/N=C1\[C@@]2(C)[C@@H]3C[C@@]132

---

[5]
Formula: C33H16Cl9FeN4O4Se
Source: the Open Molecules 2025 dataset
Level of theory: the ωB97M-V functional and the def2-TZVPD basis

Last column: Löwdin charge in e.
Atoms and positions in Å:
Fe: -0.8447 0.7407 -0.4215  0.255
Se: 0.9457 3.8823 6.3114  1.141
N: 0.2255 2.3332 5.8199  -0.217
C: 0.2292 2.3090 4.5142  -0.333
C: -0.3462 1.2388 3.7107  -0.077
C: -1.1086 0.2247 4.2859  0.025
C: -1.7362 -0.6882 3.4724  0.003
C: -1.5959 -0.5487 2.0967  -0.067
N: -0.8506 0.3951 1.5486  0.082
C: -0.2046 1.2789 2.3225  -0.131
C: 0.5507 2.3726 1.6801  -0.094
N: 0.8829 2.3319 0.3390  0.027
C: 1.2193 3.4914 -0.2874  -0.010
C: 1.3604 4.6785 0.3824  -0.004
C: 1.2690 4.6838 1.7598  0.027
C: 0.8651 3.5236 2.4028  -0.082
C: 0.7713 3.4674 3.8608  -0.330
N: 1.2074 4.4213 4.6381  -0.219
H: -1.2104 0.1962 5.3624  0.123
H: -2.3489 -1.4801 3.8772  0.118
H: -2.0975 -1.2107 1.4039  0.121
H: 1.4077 3.4084 -1.3444  0.115
H: 1.6123 5.5690 -0.1736  0.125
H: 1.4946 5.5636 2.3455  0.127
Cl: -7.3529 3.8717 -0.8418  0.645
C: -5.6859 3.4459 -0.5680  -0.682
C: -5.2267 2.1968 -0.9472  -0.132
C: -3.9024 1.8872 -0.7195  -0.524
Cl: -3.2642 0.3199 -1.1400  0.834
C: -2.9732 2.7736 -0.1294  -0.461
O: -1.7293 2.4824 0.0681  -0.202
C: -3.5132 4.0208 0.2437  -0.576
Cl: -2.4455 5.1649 1.0031  0.693
C: -4.8354 4.3587 0.0310  -0.140
H: -5.8894 1.4807 -1.4120  0.108
H: -5.1994 5.3303 0.3341  0.104
Cl: 2.8543 0.5632 1.8182  0.817
C: 2.3143 0.3122 0.2025  -0.575
C: 1.2669 1.1033 -0.3382  -0.282
C: 0.9157 0.8852 -1.7070  -0.597
Cl: -0.2778 1.8804 -2.5264  0.835
C: 1.5625 -0.1060 -2.4672  -0.692
Cl: 1.0655 -0.3989 -4.0798  0.742
C: 2.5771 -0.8506 -1.9086  -0.671
Cl: 3.4223 -1.9948 -2.8559  0.806
C: 2.9384 -0.6485 -0.5596  -0.684
Cl: 4.1947 -1.6042 0.1128  0.737
C: 0.8061 -4.5869 -4.4466  -0.027
C: 1.6655 -4.7209 -3.2213  -0.234
C: 2.9589 -5.2086 -3.2922  -0.106
C: 3.7363 -5.3228 -2.1475  -0.694
Cl: 5.3642 -5.9362 -2.2748  0.641
C: 3.2428 -4.9360 -0.9212  -0.134
C: 1.9486 -4.4347 -0.8294  -0.020
C: 1.1591 -4.3490 -1.9687  -0.246
O: -0.1342 -3.9157 -1.9740  -0.024
C: -0.7291 -3.5849 -0.7288  -0.085
C: -0.3291 -2.1846 -0.2368  -0.611
O: 0.3782 -2.0685 0.7636  0.020
O: -0.8536 -1.2411 -0.9193  -0.126
H: 1.4074 -4.6896 -5.3488  0.079
H: 0.3035 -3.6200 -4.4610  0.070
H: 0.0268 -5.3516 -4.4612  0.089
H: 3.3687 -5.5004 -4.2509  0.113
H: 3.8652 -5.0029 -0.0395  0.104
H: 1.5840 -4.0839 0.1255  0.103
H: -0.4810 -4.3306 0.0283  0.126
H: -1.8021 -3.5877 -0.9164  0.134

Calculated values
**Multiplicity**: 2
**HOMO-LUMO gap (alpha / beta)**: 0.191 / 0.214 Eh
**Energy above the lowest of the compared OMol25 structures with the same formula, charge and spin**: 58.7 kcal/mol
**<S²>**: 0.9958

---

[6]
Formula: C27H21O4PPt
Source: the Open Molecules 2025 dataset
Level of theory: the ωB97M-V functional and the def2-TZVPD basis

Last column: Löwdin charge in e.
Atoms and positions in Å:
Pt: -0.1810 -0.9153 0.9126  1.389
C: 2.4189 -3.7484 -0.7589  0.044
C: 1.1079 -3.0955 -0.4517  -0.274
O: 1.2379 -1.8709 -0.0789  -0.081
C: -0.1082 -3.7768 -0.6247  -0.100
C: -0.0979 -5.1484 -1.0439  0.008
C: -1.2297 -5.7955 -1.3232  -0.039
C: -2.4441 -5.1024 -1.2208  0.021
C: -2.4820 -3.7823 -0.8184  0.017
C: -1.3329 -3.1146 -0.4879  -0.282
O: -1.4831 -1.8381 -0.0550  -0.237
H: 3.2326 -3.0576 -0.5543  0.107
H: 2.4453 -4.0551 -1.8036  0.118
H: 2.5311 -4.6345 -0.1342  0.119
H: 0.8365 -5.6804 -1.1490  0.128
H: -1.1994 -6.8296 -1.6309  0.131
H: -3.3711 -5.6104 -1.4528  0.133
H: -3.4098 -3.2363 -0.7215  0.136
O: 1.2987 -0.0916 4.3276  0.189
C: 0.9890 0.3803 3.2860  -0.521
O: 1.2546 -0.2717 2.1006  -0.276
C: 0.3873 1.7363 3.1311  -0.133
C: 0.2461 2.5332 4.2533  0.035
C: -0.2444 3.8274 4.1266  0.003
C: -0.6076 4.3269 2.8819  -0.019
C: -0.4998 3.5303 1.7538  -0.041
C: 0.0180 2.2363 1.8786  -0.285
P: 0.1225 1.2751 0.3912  1.056
C: -1.3669 1.5157 -0.5163  -0.351
C: -1.3988 1.9712 -1.8434  -0.045
C: -2.6212 2.1436 -2.4590  -0.024
C: -3.8025 1.8480 -1.7746  -0.007
C: -3.7757 1.4001 -0.4578  -0.031
C: -2.5637 1.2464 0.1817  -0.088
C: 1.6041 1.4340 -0.5378  -0.332
C: 2.6831 2.1259 0.0266  -0.038
C: 3.8636 2.2288 -0.6836  -0.027
C: 3.9729 1.6350 -1.9363  -0.014
C: 2.9070 0.9294 -2.4904  -0.038
C: 1.7208 0.8183 -1.7946  -0.090
H: 0.5338 2.1308 5.2155  0.141
H: -0.3446 4.4496 5.0057  0.130
H: -0.9859 5.3356 2.7890  0.127
H: -0.8099 3.9138 0.7904  0.124
H: -0.4874 2.2099 -2.3706  0.112
H: -2.6622 2.5181 -3.4726  0.127
H: -4.7542 1.9880 -2.2703  0.128
H: -4.6974 1.1975 0.0696  0.126
H: -2.5418 0.9573 1.2280  0.114
H: 2.5918 2.5871 1.0019  0.122
H: 4.6987 2.7718 -0.2634  0.126
H: 4.8995 1.7206 -2.4884  0.127
H: 3.0080 0.4714 -3.4647  0.123
H: 0.8936 0.2619 -2.2184  0.114

Calculated values
**Multiplicity**: 1
**HOMO-LUMO gap**: 0.205 Eh
**Charge**: +2

---

[7]
Formula: C8H14N2O6
Source: the Open Molecules 2025 dataset
Level of theory: the ωB97M-V functional and the def2-TZVPD basis

Last column: Löwdin charge in e.
Atoms and positions in Å:
C: 2.7034 2.0467 1.3758  -0.036
C: 2.0190 0.7080 1.2371  -0.322
O: 0.6456 0.7765 1.6888  -0.042
C: 1.9052 0.2105 -0.2505  -0.272
N: 1.0738 1.0742 -1.0201  0.074
C: 1.4522 -1.2743 -0.2180  -0.409
O: 2.3489 -2.1100 -0.0804  0.050
N: 0.1508 -1.6153 -0.5173  0.128
C: -1.0438 -0.8552 -0.3222  -0.255
C: -2.0286 -0.9669 -1.4866  -0.041
C: -3.1983 -0.0589 -1.3206  -0.504
O: -3.3141 0.7606 -0.4618  0.150
O: -4.1370 -0.3876 -2.2707  0.094
C: -1.7300 -1.3172 1.0019  -0.493
O: -2.4627 -2.2785 0.9574  0.110
O: -1.3828 -0.7330 2.1148  0.155
H: 2.1670 2.8242 0.7740  0.098
H: 2.6737 2.3738 2.4066  0.080
H: 3.7762 2.0126 1.0722  0.105
H: 2.4522 -0.0956 1.8663  0.160
H: 0.5394 1.6430 2.0070  0.085
H: 2.9603 0.0823 -0.6370  0.163
H: 1.5295 1.9043 -1.2077  0.051
H: 0.8317 0.5955 -1.9042  0.115
H: 0.0163 -2.6546 -0.5825  0.187
H: -0.6399 0.1123 -0.0451  0.115
H: -2.4190 -1.9932 -1.4955  0.138
H: -1.5201 -0.8810 -2.4544  0.137
H: -4.7994 0.3234 -2.1823  0.127
H: -0.5690 -0.2263 1.9549  0.052

Calculated values
**Multiplicity**: 1
**HOMO-LUMO gap**: 0.362 Eh
**Energy above the lowest of the compared OMol25 structures with the same formula, charge and spin**: 24.8 kcal/mol
**Structure (SMILES)**: C[C@@H](O)[C@H](N)C(=O)N[C@@H](CC(=O)O)C(=O)O

---

[8]
Formula: C37H46BBrF4N10OPS2Tl
Source: the Open Molecules 2025 dataset
Level of theory: the ωB97M-V functional and the def2-TZVPD basis

Last column: Löwdin charge in e.
Atoms and positions in Å:
Tl: -0.1467 0.0535 0.3350  0.556
C: 2.1885 3.0002 -3.3165  -0.002
N: 2.7719 3.1287 -1.9784  -0.102
C: 3.5657 4.1692 -1.5591  -0.029
C: 3.9279 3.8889 -0.2865  -0.039
N: 3.3730 2.6767 0.0608  0.017
B: 3.4265 2.1450 1.5433  -0.409
N: 3.5649 0.5815 1.5186  -0.011
C: 4.7337 -0.0607 1.1582  -0.027
C: 4.6727 -1.3333 1.5945  -0.017
N: 3.4455 -1.4805 2.2133  -0.139
C: 3.0492 -2.6822 2.9578  -0.012
C: 2.7642 -0.2902 2.1474  -0.675
S: 1.1348 -0.0316 2.6656  0.709
C: 2.6618 2.2130 -0.9791  -0.635
S: 1.9266 0.6635 -1.2073  0.646
H: 2.2074 3.9751 -3.7946  0.101
H: 1.1666 2.6580 -3.2319  0.052
H: 2.7512 2.2918 -3.9167  0.102
H: 3.8161 5.0085 -2.1929  0.139
H: 4.5522 4.4474 0.3976  0.137
H: 4.4251 2.5945 2.0634  0.091
H: 2.4216 2.4660 2.1202  0.066
H: 5.5295 0.4494 0.6343  0.142
H: 5.3958 -2.1364 1.5302  0.141
H: 3.3245 -3.5690 2.3909  0.103
H: 1.9808 -2.6584 3.1252  0.058
H: 3.5488 -2.7100 3.9230  0.109
F: -3.2862 -2.2416 -6.7206  0.188
C: -2.9999 -1.5347 -5.6584  -0.135
C: -3.8212 -0.5005 -5.2749  -0.135
F: -4.8872 -0.2106 -5.9862  0.175
C: -3.5189 0.2331 -4.1513  -0.212
F: -4.3357 1.2390 -3.8724  0.132
C: -2.4078 -0.0406 -3.3575  -0.303
P: -2.1411 0.9208 -1.8068  1.103
C: -3.7919 0.7642 -1.0389  -0.383
C: -4.0169 -0.4637 -0.4160  -0.123
C: -5.2267 -0.7365 0.2055  -0.056
C: -6.2259 0.2291 0.2147  -0.050
C: -6.0128 1.4515 -0.4117  -0.044
C: -4.8010 1.7220 -1.0394  -0.082
C: -1.9697 2.6094 -2.4679  -0.339
C: -2.3683 3.7238 -1.7297  -0.121
C: -2.2860 4.9977 -2.2772  -0.069
C: -1.7748 5.1771 -3.5549  -0.049
C: -1.3279 4.0784 -4.2786  -0.055
C: -1.4214 2.8017 -3.7386  -0.095
C: -1.5705 -1.0716 -3.7997  -0.564
Br: 0.0534 -1.4823 -2.9475  0.869
C: -1.8646 -1.8052 -4.9293  -0.265
F: -1.0652 -2.7760 -5.3419  0.106
H: -3.2360 -1.2206 -0.4440  0.079
H: -5.3960 -1.7004 0.6756  0.115
H: -7.1766 0.0242 0.6986  0.119
H: -6.8017 2.1957 -0.4306  0.119
H: -4.6652 2.6693 -1.5419  0.104
H: -2.7626 3.6079 -0.7266  0.094
H: -2.6303 5.8507 -1.7054  0.120
H: -1.7290 6.1718 -3.9882  0.119
H: -0.9225 4.2116 -5.2761  0.119
H: -1.0800 1.9510 -4.3224  0.115
N: 1.6969 -2.3963 0.0774  0.000
C: 1.2296 -3.7825 -0.1832  -0.249
C: -0.0198 -4.1571 0.5989  -0.174
C: -1.3056 -3.3775 0.3140  -0.210
N: -1.3195 -2.0453 0.9901  -0.035
H: 2.5575 -2.2125 -0.4315  0.072
H: 1.9244 -2.2853 1.0597  -0.002
H: 2.0066 -4.5104 0.0532  0.114
H: 1.0286 -3.8769 -1.2459  0.090
H: 0.1884 -4.0853 1.6781  0.115
H: -0.2147 -5.2105 0.3916  0.126
H: -2.1399 -3.9660 0.6940  0.122
H: -1.4569 -3.2492 -0.7603  0.102
H: -0.9609 -2.1527 1.9374  0.052
H: -2.2750 -1.7053 1.0756  0.037
C: -0.4982 3.3566 3.4882  -0.025
N: -0.4081 4.2822 2.3587  -0.106
C: -0.6105 5.6963 2.7176  -0.018
C: -0.0640 3.8410 1.1339  -0.464
C: 0.3122 4.8467 0.0827  0.049
O: 0.0162 2.6248 0.8520  -0.144
H: -1.4918 3.4079 3.9419  0.088
H: 0.2425 3.6297 4.2417  0.109
H: -0.2970 2.3539 3.1501  0.029
H: -1.3761 5.7435 3.4907  0.095
H: -0.9593 6.2839 1.8768  0.078
H: 0.3023 6.1464 3.1177  0.107
H: 0.0890 5.8833 0.3221  0.078
H: -0.1608 4.5747 -0.8538  0.065
H: 1.3899 4.7610 -0.0537  0.079
N: -3.5100 0.0469 5.1937  0.161
C: -3.2424 0.6254 3.9948  -0.348
C: -2.3345 0.0618 3.0798  -0.082
N: -2.0744 0.6525 1.9195  0.004
C: -2.6908 1.8031 1.6323  -0.168
C: -3.5944 2.3383 2.5281  -0.089
N: -3.8705 1.7654 3.7001  0.153
H: -3.0891 -0.8150 5.4851  0.108
H: -4.1835 0.4871 5.7961  0.116
H: -1.8093 -0.8651 3.3161  0.102
H: -2.4407 2.2893 0.7038  0.064
H: -4.1128 3.2705 2.3063  0.128

Calculated values
**Multiplicity**: 1
**HOMO-LUMO gap**: 0.227 Eh
**Energy above the lowest of the compared OMol25 structures with the same formula, charge and spin**: 33.6 kcal/mol
**Charge**: +2

---

M / g mol⁻¹: 202.95; 235.36; 154.21; 93.13; 986.40; 635.51; 234.21; 1113.04